117
Properties=species:S:1:pos:R:3:forces:R:3 method="wB97M-V/def2-TZVPD" multiplicity=2 e_above_lowest_ev=1.895 total_charge=+1 s_squared=0.758 max_force_ev_per_a=1.19 gap_ev="6.98 / 5.79"
Cu -0.740 -0.379 0.456 0.282 0.014 0.041
C 5.945 1.519 -1.123 -0.029 0.026 -0.016
Sb 4.459 0.831 0.270 -0.073 -0.029 0.036
C 5.192 2.077 1.865 0.038 -0.029 0.080
C 5.619 -0.874 0.953 -0.121 -0.129 -0.284
C 5.585 -2.032 -0.014 0.222 0.250 0.238
C 6.512 -2.052 -1.065 0.035 0.078 0.059
C 6.571 -3.090 -1.982 0.021 0.098 0.056
C 5.709 -4.167 -1.838 -0.072 -0.065 0.063
C 4.805 -4.170 -0.788 -0.146 -0.043 -0.045
C 4.698 -3.110 0.120 -0.327 -0.151 0.174
C 3.667 -3.234 1.221 0.154 0.239 -0.190
Sb 1.545 -2.743 0.793 0.322 -0.198 -0.532
C 0.926 -4.438 1.948 -0.152 0.048 0.085
C 1.563 -3.539 -1.187 -0.141 -0.057 -0.058
H 6.930 1.405 -0.667 -0.028 0.019 -0.066
H 5.780 2.576 -1.353 -0.015 -0.157 0.036
H 5.897 0.945 -2.049 0.022 0.048 0.077
H 6.282 1.998 1.897 -0.119 0.045 0.023
H 4.779 1.757 2.826 0.083 0.024 -0.145
H 4.912 3.117 1.691 0.011 -0.004 0.014
H 5.261 -1.140 1.950 0.044 0.020 -0.108
H 6.629 -0.471 1.048 0.021 -0.139 0.031
H 7.231 -1.239 -1.137 -0.121 -0.062 -0.019
H 7.301 -3.071 -2.784 -0.061 0.011 0.091
H 5.754 -5.007 -2.525 -0.018 0.089 0.096
H 4.150 -5.027 -0.655 0.053 0.059 -0.035
H 3.937 -2.693 2.133 0.010 -0.121 -0.152
H 3.545 -4.288 1.472 0.126 0.041 0.063
H 0.812 -5.308 1.299 0.016 0.057 0.039
H -0.019 -4.225 2.444 0.031 -0.070 -0.053
H 1.690 -4.642 2.700 -0.060 -0.011 -0.040
H 1.591 -4.631 -1.152 -0.002 0.116 -0.056
H 2.445 -3.169 -1.711 -0.063 -0.036 0.038
H 0.658 -3.209 -1.702 0.126 -0.090 0.049
C -2.164 3.134 2.278 -0.016 -0.008 -0.026
C -2.559 3.280 0.797 0.381 -0.046 0.102
C -1.628 4.317 0.150 0.041 0.004 0.115
C -4.005 3.772 0.742 -0.025 0.135 -0.049
P -2.311 1.590 -0.024 -0.572 -0.683 0.197
C -3.777 0.682 0.619 -0.076 0.104 0.095
C -5.037 0.621 0.022 0.011 0.061 -0.046
C -6.087 -0.045 0.641 -0.006 -0.037 -0.035
C -5.905 -0.654 1.876 0.035 -0.048 -0.024
C -4.659 -0.604 2.488 0.103 0.133 -0.131
C -3.606 0.054 1.857 -0.041 0.019 0.077
C -2.398 1.752 -1.879 0.152 -0.069 -0.134
C -3.475 2.674 -2.461 0.064 0.026 -0.109
C -2.581 0.335 -2.440 -0.074 -0.027 -0.056
C -1.010 2.254 -2.333 -0.698 -0.247 -0.009
H -2.224 4.119 2.754 0.004 -0.094 -0.050
H -1.145 2.760 2.404 -0.097 0.047 -0.008
H -2.844 2.470 2.815 0.005 -0.001 -0.038
H -1.607 5.212 0.781 -0.038 -0.045 -0.037
H -1.976 4.624 -0.838 0.023 -0.025 0.053
H -0.599 3.957 0.059 -0.337 0.124 0.029
H -4.040 4.748 1.243 -0.025 -0.087 -0.075
H -4.687 3.108 1.272 0.021 -0.035 -0.002
H -4.373 3.909 -0.276 0.038 -0.025 0.098
H -5.214 1.093 -0.937 0.010 -0.068 0.130
H -7.059 -0.081 0.157 0.125 0.005 0.050
H -6.729 -1.170 2.357 0.071 0.063 -0.036
H -4.506 -1.068 3.456 0.010 0.016 -0.068
H -2.632 0.085 2.352 -0.164 -0.025 -0.103
H -4.488 2.386 -2.185 0.058 0.023 -0.006
H -3.410 2.623 -3.554 -0.003 0.020 0.086
H -3.326 3.716 -2.180 -0.013 -0.040 0.004
H -3.487 -0.152 -2.071 0.125 0.058 -0.072
H -1.733 -0.311 -2.186 -0.094 0.087 0.000
H -2.635 0.394 -3.533 0.014 0.015 0.068
H -0.818 3.289 -2.055 -0.271 -0.269 -0.006
H -0.955 2.190 -3.425 -0.071 -0.006 0.046
H -0.202 1.633 -1.928 -0.232 0.001 0.071
C -2.870 -4.759 1.211 -0.006 0.089 0.149
C -2.374 -4.273 -0.139 -0.242 0.133 -0.237
C -1.787 -5.422 -0.926 0.053 -0.196 -0.063
O -1.321 -3.289 0.101 0.278 -0.702 0.183
B -1.856 -2.056 -0.024 -0.010 1.185 -0.054
O -3.127 -2.050 -0.503 -0.170 -0.404 0.014
C -3.435 -3.420 -0.926 0.178 0.016 0.070
C -4.875 -3.723 -0.586 -0.149 -0.023 0.027
C -3.239 -3.457 -2.433 0.104 0.089 -0.133
H -2.057 -5.264 1.738 -0.051 0.067 -0.033
H -3.688 -5.473 1.089 0.048 0.040 0.017
H -3.220 -3.925 1.827 0.004 -0.088 -0.061
H -1.052 -5.953 -0.314 -0.093 0.071 -0.073
H -1.295 -5.087 -1.841 -0.052 -0.028 0.092
H -2.579 -6.130 -1.191 0.102 0.036 0.001
H -5.088 -3.555 0.469 0.008 -0.003 -0.035
H -5.111 -4.763 -0.837 0.000 0.112 0.036
H -5.529 -3.074 -1.175 0.043 -0.064 0.063
H -2.208 -3.211 -2.707 -0.116 -0.043 0.015
H -3.898 -2.714 -2.888 0.058 -0.064 0.022
H -3.491 -4.437 -2.845 0.033 0.076 0.030
C 1.857 0.932 3.499 0.131 0.022 -0.017
C 1.186 0.180 2.557 0.063 0.302 -0.166
N 0.715 0.716 1.418 0.001 0.068 0.643
C 0.915 2.018 1.195 0.072 -0.410 -0.317
C 1.595 2.854 2.071 -0.021 0.452 0.020
C 2.056 2.280 3.251 0.023 0.136 0.239
C 1.730 4.327 1.901 -0.081 -0.407 0.113
C 1.778 5.145 0.845 0.069 -0.011 -0.339
C 1.761 4.915 -0.622 0.008 -0.073 0.375
C 2.125 5.966 -1.454 0.102 0.215 -0.007
C 2.130 5.737 -2.818 -0.077 -0.045 -0.062
N 1.768 4.567 -3.348 -0.042 -0.100 0.330
C 1.401 3.635 -2.470 0.644 0.221 -0.100
N 1.387 3.741 -1.141 0.269 0.166 -0.357
H 2.225 0.466 4.405 -0.045 0.040 -0.023
H 1.038 -0.885 2.685 -0.108 0.218 0.121
H 0.549 2.402 0.257 -0.041 -0.044 0.077
H 2.563 2.902 3.985 -0.040 -0.082 -0.075
H 1.791 4.837 2.862 0.113 -0.075 -0.078
H 1.906 6.195 1.096 -0.032 -0.040 -0.047
H 2.399 6.933 -1.046 0.013 -0.106 -0.063
H 2.426 6.514 -3.514 -0.012 -0.013 0.009
H 1.074 2.684 -2.882 0.467 0.319 0.001